Record 1
18
Properties=species:S:1:pos:R:3 method="wB97M-V/def2-TZVPD" energy_ha=-618.44523 total_charge=-1
C -1.681 -1.403 0.206
C 1.914 1.051 -0.276
C 0.804 -1.159 -0.403
C 1.435 2.493 -0.120
C -0.254 -1.928 0.355
N -3.203 0.127 0.185
N -1.891 -0.069 0.262
N -2.840 -2.037 0.165
N -3.727 -1.020 0.012
N 0.899 0.249 -0.184
O 3.087 0.788 -0.374
O 1.552 -1.788 -1.113
H 1.961 3.140 -0.750
H 0.397 2.658 -0.405
H 1.761 2.979 0.827
H 0.017 -1.750 1.453
H -0.063 0.644 0.137
H -0.168 -2.977 0.020

***

Record 2
21
Properties=species:S:1:pos:R:3 method="wB97M-V/def2-TZVPD" energy_ha=-580.48992 multiplicity=3
C -2.409 0.155 0.607
C 0.309 2.681 0.295
C 1.703 -1.486 0.687
C -1.098 -1.641 -1.567
C 0.331 1.700 -0.846
C 0.331 -1.074 1.212
N -3.383 0.524 1.087
Si -0.804 -0.402 -0.163
H -0.707 2.838 0.653
H 0.918 2.335 1.126
H 0.702 3.646 -0.032
H 1.622 -2.315 -0.013
H 2.185 -0.656 0.175
H 2.351 -1.797 1.504
H -0.263 -1.640 -2.261
H -1.198 -2.651 -1.173
H -2.000 -1.415 -2.129
H 1.328 1.398 -1.148
H -0.244 2.040 -1.701
H 0.461 -0.310 1.980
H -0.133 -1.931 1.709

***

Record 3
100
Properties=species:S:1:pos:R:3 method="wB97M-V/def2-TZVPD" energy_ha=-4997.47269 total_charge=+2
Y -0.639 0.547 -0.218
C -0.760 -1.877 4.423
C 0.506 -1.262 3.813
C 1.545 -0.996 4.902
C 1.084 -2.258 2.797
P 0.025 0.234 2.794
C 1.697 1.042 2.496
N 2.268 0.514 1.271
B 1.589 0.390 0.016
N 2.472 -0.353 -0.827
C 2.146 -0.862 -2.144
P 0.468 -1.708 -2.072
C 0.969 -3.488 -1.815
C 1.840 -4.094 -2.916
C 1.756 -3.474 -0.493
C -0.305 -4.321 -1.623
C -0.295 -1.363 -3.745
C 0.393 -2.014 -4.946
C -1.761 -1.822 -3.673
C -0.277 0.164 -3.924
C 3.664 -0.597 -0.138
C 4.838 -1.225 -0.535
C 5.869 -1.328 0.387
C 5.740 -0.809 1.676
C 4.577 -0.166 2.075
C 3.538 -0.066 1.159
C -0.942 1.515 3.762
C -0.384 1.827 5.151
C -2.393 1.019 3.873
C -0.959 2.793 2.916
H -0.528 -2.882 4.783
H -1.566 -1.966 3.690
H -1.122 -1.301 5.274
H 1.610 -1.890 5.528
H 1.290 -0.162 5.553
H 2.540 -0.830 4.487
H 1.336 -3.188 3.313
H 1.995 -1.885 2.323
H 0.352 -2.495 2.021
H 2.360 0.852 3.336
H 1.560 2.121 2.431
H 2.908 -1.567 -2.472
H 2.104 -0.056 -2.874
H 2.601 -3.409 -3.292
H 1.249 -4.445 -3.760
H 2.361 -4.960 -2.500
H 2.777 -3.114 -0.627
H 1.815 -4.494 -0.106
H 1.275 -2.857 0.265
H -0.875 -4.412 -2.547
H -0.952 -3.895 -0.852
H -0.030 -5.332 -1.311
H 0.189 -3.082 -4.993
H 1.474 -1.863 -4.935
H 0.005 -1.570 -5.866
H -1.846 -2.906 -3.648
H -2.300 -1.471 -4.558
H -2.264 -1.427 -2.787
H 0.702 0.533 -4.229
H -0.572 0.703 -3.010
H -0.988 0.444 -4.705
H 4.965 -1.610 -1.540
H 6.794 -1.810 0.099
H 6.563 -0.900 2.371
H 4.500 0.263 3.067
H -0.526 0.993 5.838
H -0.919 2.685 5.568
H 0.677 2.084 5.122
H -2.485 0.147 4.515
H -2.806 0.762 2.893
H -3.014 1.808 4.303
H -0.006 3.322 2.930
H -1.716 3.472 3.313
H -1.229 2.590 1.872
C -5.076 2.089 -4.266
C -4.689 1.244 -3.084
C -5.528 0.269 -2.554
C -5.129 -0.492 -1.464
C -3.877 -0.241 -0.955
Br -3.198 -1.274 0.502
N -3.043 0.672 -1.425
C -3.452 1.401 -2.474
H -6.029 1.772 -4.684
H -4.320 2.029 -5.049
H -5.164 3.138 -3.979
H -6.500 0.096 -3.001
H -5.766 -1.250 -1.033
H -2.748 2.138 -2.848
N 0.015 8.458 0.477
C -0.098 7.341 0.238
C -0.246 5.939 -0.050
C -1.504 5.397 -0.298
C -1.597 4.043 -0.542
N -0.536 3.225 -0.556
C 0.675 3.760 -0.332
C 0.865 5.103 -0.077
H -2.389 6.017 -0.290
H -2.564 3.591 -0.728
H 1.517 3.079 -0.363
H 1.855 5.496 0.107

***

Record 4
21
Properties=species:S:1:pos:R:3 method="wB97M-V/def2-TZVPD" energy_ha=-453.66213
C -1.570 -1.093 -1.725
N -0.484 -0.859 -0.798
N 0.070 0.313 -0.916
O -0.531 1.368 -1.238
N 1.077 0.443 0.043
C 1.809 1.696 0.013
N 1.890 -0.677 0.239
H -2.225 -0.222 -1.799
H -2.115 -1.967 -1.374
H -1.171 -1.318 -2.716
H 2.237 1.856 0.999
H 2.609 1.667 -0.733
H 1.113 2.491 -0.240
H 1.305 -1.428 0.592
H 2.272 -0.989 -0.655
C -1.418 -0.625 1.296
C -0.579 0.194 1.984
H -1.395 -1.692 1.469
H -2.355 -0.224 0.933
H -0.753 1.257 2.026
H 0.216 -0.194 2.601